ORCA calculation (wB97M-V/def2-TZVPD) on a cluster of 11 separate species, C36H82F3NO29S9 in total.

Last column: Mulliken charge in e.
Geometry (Å):
H -1.89376 2.75721 4.28609  -0.39
C -3.16870 -3.07238 0.68985  -0.02
H 3.15849 -2.80152 -2.52066  -0.27
C -0.46407 -2.00427 5.83840  -0.49
O -2.87707 -3.37400 3.38428  -0.75
O -0.32381 0.57142 5.46055  -0.45
H -3.41659 3.09822 5.08490  0.41
C -2.52127 3.60854 -0.40243  -0.56
H 5.71460 -3.75879 -3.99443  0.43
H -2.76896 -0.55050 6.04816  0.11
C 4.19333 0.32042 1.04003  -0.55
H -2.60964 2.55850 -0.14170  -0.11
H 1.23744 2.34430 5.55311  0.07
C -1.22035 -4.55628 -2.99571  -0.61
S 0.11722 6.05527 -0.88634  1.07
N 3.57846 0.38200 2.18978  -0.36
H 0.27132 -5.49060 -4.25201  0.41
O -1.87216 -3.49736 1.21883  0.11
C -1.34226 -1.02566 -5.79465  -0.74
C -3.94141 -4.29849 0.09374  -1.44
C 2.88280 3.90536 1.82859  0.68
H -1.26775 -6.32488 2.14930  0.36
H 2.56682 3.55594 5.32101  0.57
C -1.21937 3.85280 -1.06634  1.02
H 1.00791 -4.50374 -2.91854  0.06
C 2.83504 2.26237 -3.22475  0.04
H -1.23999 6.68973 0.91178  0.41
C -0.25171 6.26865 0.82783  -0.18
S -1.78904 -3.99312 2.68032  1.57
C -2.72360 0.04181 6.92833  0.65
H -2.51444 4.08037 0.60745  -0.12
O 2.07640 4.49553 2.79542  -0.44
H -1.27119 3.28439 -2.01285  -0.02
C -2.91276 3.17183 4.13819  0.69
H -1.10083 -1.84158 -6.49098  0.47
H 5.44380 -3.87679 -2.19454  0.32
S 5.13646 2.17652 -4.29402  1.02
H -1.96549 -5.39019 -2.94963  0.41
H 3.38272 3.03082 2.22498  0.31
O 6.47462 2.58250 -3.95939  -0.69
C -2.85323 4.60721 3.62057  -1.35
S 2.23435 -1.83088 -5.13592  0.80
H 2.32749 -0.58386 3.51305  0.49
O -1.19428 -0.59246 0.26056  -0.26
H -1.93847 -0.36493 2.89322  0.16
H -0.43802 -1.25109 2.70815  -0.27
H 4.74295 4.17037 -5.51332  0.38
H 2.69989 1.37730 -3.82259  -0.09
H 1.62119 -0.84408 -0.98148  -0.75
H -4.31218 2.30709 -2.87265  0.20
O 0.01402 7.27778 -1.63902  -0.74
H 3.62207 -0.49741 -6.22351  0.21
C 0.78648 -1.40786 -1.32315  1.51
C -2.12991 -5.85192 2.62755  -1.00
C 0.28309 -5.32169 -0.12515  0.35
O 1.32128 5.25937 -0.95461  -0.44
H -2.23077 4.79086 2.71949  -0.12
H 2.25426 3.49318 1.01564  -0.28
O -1.60576 -1.30976 -2.01204  -0.79
O 4.20854 2.61728 -3.16715  -0.23
O 0.20672 -6.39640 -2.49301  -0.48
O 2.04530 -0.79611 -4.10337  -0.28
O 4.81518 0.76661 -4.43302  -0.45
H -2.14741 1.46970 -4.17015  0.04
S -0.68997 -0.55295 -1.20169  1.42
H -0.47169 0.34176 3.37271  -0.53
O 0.24915 4.64654 4.38736  -0.75
H -3.31229 -4.96467 -0.47472  0.24
C 3.94987 -2.74686 -3.33539  0.94
H 2.27740 3.04887 -3.70315  0.30
H -3.36825 3.89909 -0.99348  0.53
F -5.82810 1.23690 1.69750  -0.29
H -4.33336 -4.89610 0.94484  0.37
H -3.87733 4.99466 3.53225  0.47
H 0.37287 -4.27336 -0.34815  -0.64
H 3.00983 -1.85700 -7.32949  0.44
H 3.30409 5.81541 0.92894  0.29
O -1.12076 5.20761 -1.43065  -0.53
H -3.73946 0.06996 8.86801  0.36
H -3.10380 -6.00923 2.14858  0.27
H -1.40129 1.21627 1.24056  -0.94
H -1.35129 -3.90152 -2.15555  -0.24
F -4.94040 -0.72869 2.40972  -0.24
H -4.75264 0.03362 7.45396  0.38
C -0.88258 -0.26367 2.59157  -0.06
H 3.44039 -2.81432 0.07788  0.53
H 5.46819 2.86485 -6.43250  0.38
H 2.05406 -0.44200 -6.97975  0.35
H -3.26383 0.12541 -3.76342  0.06
C 4.72122 3.10252 -5.67579  -0.97
O -0.45971 -3.66731 3.12580  -0.67
C 1.94814 2.84020 4.84698  -0.81
H 4.43947 -1.76884 -3.16769  0.14
S -2.96887 -0.54097 -6.20275  1.30
H -0.38827 3.44593 -0.48381  -0.30
C -3.17218 1.07803 -4.29100  0.71
H -1.47805 -4.03775 -3.92544  0.30
O 0.36185 2.82306 2.75316  -0.36
C -4.09570 1.25059 3.33526  0.27
H -0.51495 -2.79699 6.58616  0.53
H -2.79433 1.05373 6.53161  -0.06
H 4.85743 1.14617 0.79304  0.46
C 2.65294 -1.83304 1.79890  -0.48
H 0.43385 -2.05032 5.29410  0.28
H -5.23072 1.53623 -4.17817  0.38
H -4.77979 -4.02364 -0.55788  0.39
H 1.91434 -2.54697 2.15797  0.48
C 2.78409 -0.64521 2.53074  -0.52
C -4.73263 0.55851 2.13308  0.99
H 4.51013 5.24563 1.99538  0.48
O 3.42818 -2.74069 -4.66434  -0.31
S 1.13923 -6.42621 -1.22780  1.20
C 2.80192 -1.11492 -6.57581  -1.00
C -3.79345 -0.30628 7.84737  -1.49
C -0.72884 0.35564 1.24291  1.09
C 0.15917 -5.17358 -3.18901  0.07
H 0.28668 0.73607 1.09412  0.67
C -4.24867 2.02353 -3.94011  -1.31
H -1.22915 -1.26067 -4.74126  0.04
H 0.66737 -5.49190 0.89475  0.62
H -0.23970 5.23264 1.22317  -0.39
H 4.35673 4.59999 0.31838  0.26
H -3.69792 -2.52989 1.47716  0.49
O -3.56067 2.44487 3.08875  -0.20
H 2.54005 2.11981 4.29403  0.08
C 3.82106 4.92402 1.24200  -1.54
O 1.15016 -7.76061 -0.71199  -0.69
H 4.41915 -4.74873 -3.33417  0.42
C 3.42273 -1.87240 0.61565  -0.34
O -3.84490 -1.43746 -5.50397  -0.65
O -4.09187 0.70540 4.44916  -0.58
H -3.90845 -1.40635 7.93802  0.33
S 1.05657 3.68700 3.68983  1.27
H 3.69349 2.93835 -6.03228  0.29
O 2.42099 -5.86106 -1.55874  -0.60
O -3.29355 0.90728 -5.66713  -0.40
H -2.92257 -2.35562 -0.08355  -0.23
C 4.97390 -3.83947 -3.20757  -1.67
H 0.89139 -1.60243 -2.40053  -0.31
C 4.16226 -0.82777 0.20582  -0.15
H -0.75607 -5.59976 -0.01913  0.01
C 2.33754 2.16941 -1.76739  0.07
O -2.95613 -0.44591 -7.63551  -0.69
O 1.08631 -2.69186 -5.35623  -0.57
O -0.59205 0.87685 -1.46864  -0.39
F -3.80985 0.62099 1.14350  -0.07
H -2.32055 5.18470 4.34963  0.48
H 0.52464 6.91886 1.26124  0.41
H -1.27329 -2.02369 5.09867  -0.17
H -2.16135 -6.17878 3.68547  0.42
S -0.25689 -0.44068 6.52179  1.14
H 1.28726 2.30656 -1.62190  -0.22
H 4.72149 -0.81815 -0.70514  0.47
O -1.44395 -0.17558 7.50608  -0.46
H -4.14093 2.94764 -4.55006  0.33
H 2.84021 3.02443 -1.35088  0.27
O 0.92653 -0.50996 7.29090  -0.72
H 2.61048 1.30223 -1.14132  -0.17
H 0.74023 -2.22535 -0.59733  -0.66
H -0.62593 -0.20325 -5.92224  0.30

- calculated total energy (a.u.) = -7540.752746
- SMILES = CCOC(=O)C(F)(F)F.CCOS(C)(=O)=O.CCOS(C)(=O)=O.CCOS(C)(=O)=O.CCOS(C)(=O)=O.CCOS(C)(=O)=O.CCOS(C)(=O)=O.CCOS(C)(=O)=O.CCOS(C)(=O)=O.CCOS(C)(=O)=O.c1ccncc1
- highest occupied orbital energy (eV) = -10.254



ORCA calculation (wB97M-V/def2-TZVPD) on a cluster of 3 separate species, C36H83F5N6O9P4S3Si in total.

Last column: Mulliken charge in e.
Geometry (Å):
S 1.31029 -2.08970 -0.27401  -0.01
C -4.08446 1.11358 -1.57836  -1.45
C -2.43516 5.45109 2.15224  -1.18
C 2.60003 -1.34480 4.72875  -0.96
H 7.51608 2.34380 4.45372  0.34
C -2.48890 4.32307 -5.14350  -0.78
C -1.95337 5.05093 4.65907  0.07
Si 5.19159 1.55884 4.59649  0.73
C -4.87777 0.31678 -5.00370  -0.89
H -3.08158 0.72952 -1.38031  0.06
H 2.16485 0.54032 -1.42019  0.42
H -2.41110 1.59119 0.59854  -0.11
C 0.89058 -4.00903 4.23663  0.69
H -1.74886 -0.51591 -4.21141  0.23
H 0.70097 -0.00050 -2.16267  0.44
H -0.75934 6.15476 3.26931  0.36
H -2.98938 6.20770 1.59615  0.58
H -2.02452 3.96333 -6.06898  0.35
H -5.48005 2.88600 -5.31943  0.35
P 1.27310 -6.00486 -2.91763  0.40
H -5.24551 3.35638 -1.31348  0.39
H -2.11978 6.70140 6.05795  0.38
F 2.12361 -4.33455 4.59901  -0.25
H -2.36958 5.09596 6.78386  0.38
H -2.48401 4.32094 -1.07325  -0.33
H -1.71849 3.80039 0.95112  -1.37
O 4.63529 -0.01139 4.50248  -0.43
H 3.12167 0.45082 5.90188  0.25
H 4.51960 3.77839 3.86848  0.55
H 6.00468 2.99373 6.43495  0.41
H 5.67531 1.35906 7.01450  0.32
H -0.94292 4.74555 4.95212  0.14
C 1.91953 -7.81272 -1.04221  -0.95
C 0.50370 -1.61624 3.18489  -0.96
H -1.19378 -5.45892 -4.10931  0.34
N -3.54277 0.54544 -4.49537  0.23
O -2.19507 1.32400 1.50422  -0.30
F 0.29887 -3.41918 5.26977  -0.22
H -2.92523 5.30634 -5.33965  0.32
N 2.95552 -5.69197 -2.94376  0.14
H 4.06310 -0.99312 6.18568  0.39
C 1.49576 -6.72917 -5.59655  -1.21
C -0.22015 2.99044 -1.38507  0.84
H 4.93711 -5.99351 -3.51047  0.38
H -2.28635 6.97360 3.67351  0.46
H 3.12308 2.72743 3.75408  0.05
F 0.24892 -5.13631 3.98342  -0.29
C -1.39029 4.80236 1.21875  1.59
H 0.89468 -7.09404 -6.43318  0.39
H 0.05613 -8.63132 -3.70016  0.28
H 0.15665 4.83244 -2.51292  0.71
H 1.55020 -8.73599 -0.59830  0.37
H 4.34684 2.52668 6.74810  0.32
H 0.24096 -2.03206 -1.07785  0.23
C 5.30436 2.16035 6.37250  -1.17
C -1.82377 6.00993 3.45917  -0.79
H 2.02420 -5.82690 -5.93298  0.33
H 0.59108 -9.55586 -2.32348  0.39
C 1.01335 -0.63786 0.77652  1.25
O -1.53743 2.01765 -4.29627  -0.88
H -0.16766 -4.69038 -5.32676  0.32
C -1.68120 5.01605 -1.34882  -0.01
O -3.16286 -0.25677 3.26090  -0.60
P -2.95473 2.01285 -3.83773  0.64
H -5.98587 2.95861 -2.86325  0.31
H 4.01497 -7.49217 -3.43941  0.26
C -0.49096 -5.65285 -4.91428  -1.09
C 6.92899 1.60953 3.89697  -1.25
H -1.73794 -2.27592 1.91457  0.61
H -4.21732 2.79699 -6.57671  0.33
H -0.45711 4.66592 1.77351  0.43
O 2.87607 1.22065 0.94706  -0.69
H 2.18687 -1.94227 5.53860  0.64
H -4.96618 -0.71022 -5.35637  0.36
O 0.70202 -4.63114 -2.80490  -0.71
H -0.19688 0.15322 2.32048  0.81
N 0.63051 -6.47330 -4.45897  0.24
H 0.47127 1.40618 0.52788  0.58
H 1.19719 1.59409 5.18548  0.12
H -2.14906 5.80679 -1.93815  0.80
O 2.14061 0.31571 3.03590  0.16
H -2.47626 4.12607 4.40940  0.16
H 2.80034 -4.10001 -1.62993  0.14
H -0.62377 0.70868 4.29323  0.09
H -4.71219 0.27540 -1.89313  0.14
H 3.79846 -6.33376 -4.76656  0.23
H 3.01038 -7.89218 -1.10420  0.29
H -0.61417 0.30461 -0.27741  -0.47
C 3.45452 -4.95216 -1.78987  -0.96
C -4.56154 3.34291 -5.68763  -1.32
H -3.10167 -1.50584 -4.72273  0.41
P 0.50209 0.38155 5.07281  0.23
O -3.85755 -0.42682 0.82964  -0.77
C -2.82394 -0.66099 -4.09327  -1.00
H 1.67190 -7.00811 -0.34862  0.22
H -5.09256 0.93525 -5.87086  0.23
C -1.07172 5.60479 -0.05858  -1.58
C 3.60356 -0.39282 5.39449  -0.72
H 6.93402 1.95207 2.86178  0.33
C -0.02136 -0.85354 1.93143  -1.58
H 3.47327 -5.54911 -0.86878  0.26
F 2.15083 -3.19657 2.43331  -0.24
H -0.38341 -1.67270 3.82447  1.06
H -1.03113 -6.19530 -5.69494  0.34
H 1.73450 -9.21675 -3.62197  0.27
C 4.19754 2.77287 3.57807  -0.88
H 3.21816 -2.01685 4.13228  0.45
C -1.40274 -1.36006 1.43397  -0.70
H 4.44557 2.65629 2.52485  0.22
H 7.43898 0.64971 3.97707  0.33
C 0.44024 0.51415 -0.09513  -0.55
N 1.31669 -7.58567 -2.35614  0.24
H 2.22256 -7.51581 -5.39363  0.33
C -2.55001 5.71298 5.90228  -1.51
H -1.29102 6.66495 0.07097  0.49
H 0.01529 5.54555 -0.17872  0.46
H -3.01301 -0.94642 -3.04959  0.25
H -1.70655 4.45938 -4.40361  0.46
C 1.51897 -0.68017 3.88834  0.29
C 0.84346 2.13636 -2.08066  -1.58
H -3.14198 4.67206 2.44887  0.41
H 0.60276 2.06906 -3.14209  0.29
H -2.55827 -0.78781 3.79453  0.35
H -1.11126 2.38805 -1.15798  -0.66
O 3.60908 -1.01034 1.43374  -0.77
C 1.09554 0.73606 -1.46008  -0.91
H 4.46147 -4.57113 -1.95622  0.45
H -4.48026 1.46563 -0.62891  0.58
H -1.23956 3.82562 -3.03272  -1.62
H -3.63470 5.81181 5.82207  0.34
H 0.18198 3.28849 -0.41370  0.70
P -2.72535 -0.16183 1.72916  1.05
C 3.95259 -6.42234 -3.69425  -0.85
C -0.67322 4.20860 -2.17868  0.14
N -3.53970 3.42889 -4.65973  0.30
H -1.33139 -1.50889 0.36033  0.28
H -5.67543 0.47088 -4.26025  0.27
H -4.70790 4.19166 -2.74616  0.31
S 2.56406 -0.04560 1.53729  1.51
C 0.91913 -3.07514 2.95304  0.14
H 1.78108 2.69413 -2.00614  0.37
N -4.04745 2.18480 -2.57872  1.07
S 0.03387 -0.44080 6.75579  -0.33
C -5.04204 3.22797 -2.37977  -1.11
F 0.08606 -3.68013 2.07918  -0.40
C 0.90353 -8.79818 -3.04614  -0.92
H -4.84214 4.35071 -6.00428  0.37

- calculated total energy (a.u.) = -5776.111208
- SMILES = CCCCCCCCCCCC[C@]1(S)[C@@H](CP(=O)(O)O)[C@@H](C(F)(F)C(F)(F)F)[C@](CCO[Si](C)(C)C)([PH2]=S)OS1(=O)=O.CN(C)P(=O)(N(C)C)N(C)C.CN(C)P(=O)(N(C)C)N(C)C
- highest occupied orbital energy (eV) = -8.335



- highest occupied orbital energy of number 2 (C36H83F5N6O9P4S3Si)?
  -8.335 eV



- Among the records above, which one has the highest highest occupied orbital energy?
  C36H83F5N6O9P4S3Si



- The highest highest occupied orbital energy belongs to which entry?
  C36H83F5N6O9P4S3Si